# 1
{
  "formula": "C42H41AlAsN3PS",
  "method": "ωB97M-V/def2-TZVPD",
  "symbols": ["Al", "C", "C", "N", "C", "C", "C", "C", "C", "C", "C", "N", "C", "C", "C", "C", "C", "C", "C", "C", "N", "C", "H", "H", "H", "H", "H", "H", "H", "H", "H", "H", "H", "H", "S", "C", "C", "C", "C", "C", "C", "As", "C", "C", "C", "C", "C", "C", "C", "C", "C", "C", "C", "C", "H", "H", "H", "H", "H", "H", "H", "H", "H", "H", "H", "H", "H", "H", "C", "C", "P", "C", "C", "C", "C", "H", "H", "H", "H", "H", "H", "H", "H", "H", "H", "H", "H", "H", "H", "H"],
  "xyz": [[-0.7340, -0.2936, -1.0792], [-2.5859, -0.5134, -5.0238], [-1.9166, -0.9320, -3.8704], [-1.4055, -0.0870, -2.9974], [-1.4930, 1.2456, -3.2364], [-2.1069, 1.7610, -4.4066], [-2.6862, 0.8294, -5.2908], [-2.1081, 3.1523, -4.6259], [-1.5138, 3.9866, -3.7143], [-0.8986, 3.4807, -2.5653], [-0.8779, 2.1252, -2.3023], [-0.2273, 1.5064, -1.2467], [1.1513, 1.7024, -1.1588], [1.8314, 2.8731, -0.9221], [3.2342, 2.8918, -0.9014], [3.9704, 1.7597, -1.1122], [3.3194, 0.5423, -1.3961], [3.9816, -0.6701, -1.6535], [3.2452, -1.7780, -2.0046], [1.8535, -1.6882, -2.0642], [1.1989, -0.5810, -1.7667], [1.9037, 0.5252, -1.4321], [-3.0116, -1.2447, -5.6927], [-1.7961, -1.9836, -3.6483], [-3.2028, 1.1926, -6.1660], [-2.5780, 3.5355, -5.5190], [-1.5134, 5.0547, -3.8784], [-0.4266, 4.1635, -1.8798], [1.3003, 3.7902, -0.7256], [3.7350, 3.8289, -0.7126], [5.0473, 1.7848, -1.0859], [5.0576, -0.7162, -1.5763], [3.7305, -2.7129, -2.2323], [1.2399, -2.5352, -2.3454], [-0.7147, -2.1256, 0.1962], [-0.4336, -2.0666, 1.9856], [-1.2883, -2.8471, 2.7533], [-1.1166, -2.9343, 4.1230], [-0.1065, -2.2176, 4.7405], [0.7437, -1.4488, 3.9691], [0.6143, -1.3779, 2.5885], [1.9247, -0.4185, 1.5015], [3.2637, -1.8477, 1.5462], [4.6285, -1.5917, 1.6311], [5.5485, -2.6251, 1.5569], [5.1179, -3.9286, 1.3662], [3.7624, -4.1935, 1.2612], [2.8472, -3.1610, 1.3443], [2.5398, 0.8330, 2.8613], [3.4166, 0.5517, 3.9003], [3.6944, 1.5112, 4.8605], [3.1104, 2.7655, 4.7872], [2.2466, 3.0612, 3.7457], [1.9643, 2.0980, 2.7952], [-2.0898, -3.3838, 2.2706], [-1.7659, -3.5667, 4.7064], [0.0316, -2.2644, 5.8098], [1.5456, -0.9004, 4.4446], [4.9794, -0.5734, 1.7626], [6.6053, -2.4135, 1.6462], [5.8288, -4.7383, 1.3021], [3.4148, -5.2060, 1.1055], [1.7911, -3.3853, 1.2506], [3.8852, -0.4242, 3.9637], [4.3625, 1.2725, 5.6759], [3.3301, 3.5128, 5.5356], [1.7898, 4.0378, 3.6798], [1.2832, 2.3151, 1.9755], [-5.7674, 1.6253, -1.4528], [-4.2674, 1.5368, -1.7180], [-3.3489, 0.2093, -0.7897], [-4.4766, -1.2013, -1.2133], [-3.9808, -2.5896, -0.8439], [-3.7692, 0.6209, 0.9705], [-2.5251, 0.5336, 1.8456], [-6.1717, 2.4940, -1.9690], [-5.9859, 1.7360, -0.3938], [-6.2933, 0.7506, -1.8251], [-3.7907, 2.4913, -1.4797], [-4.1040, 1.3459, -2.7810], [-4.6331, -1.1423, -2.2961], [-5.4300, -1.0125, -0.7140], [-3.0429, -2.8175, -1.3425], [-4.7206, -3.3256, -1.1533], [-3.8281, -2.6803, 0.2294], [-4.5422, -0.0612, 1.3327], [-4.1684, 1.6392, 0.9991], [-2.2682, -0.5031, 2.0422], [-2.6862, 1.0299, 2.8000], [-1.6720, 1.0062, 1.3427]],
  "forces_ev_per_a": [[0.2, 0.5, -0.6], [-0.1, 0.3, -0.3], [0.1, -0.1, 0.2], [-0.1, -0.6, 0.0], [0.0, 0.8, -0.7], [0.2, -0.2, 0.3], [0.1, -0.2, 0.2], [0.0, 0.2, 0.1], [-0.2, -0.1, -0.4], [0.0, -0.4, 0.2], [-0.1, 0.4, -0.2], [-0.4, -0.1, 0.8], [0.5, 0.2, -0.1], [-0.5, -0.3, 0.0], [0.5, -0.2, 0.0], [-0.1, 0.2, 0.1], [-0.4, -0.1, -0.1], [-0.3, -0.2, -0.1], [0.2, 0.1, -0.1], [-0.1, 0.1, 0.1], [0.0, -0.2, 0.2], [0.7, 0.4, -0.4], [0.0, -0.1, 0.0], [-0.1, -0.1, 0.0], [0.0, 0.0, -0.1], [0.0, 0.1, -0.1], [0.0, 0.0, 0.0], [0.0, 0.1, 0.1], [-0.1, 0.0, 0.1], [0.1, 0.1, 0.1], [0.2, 0.0, 0.0], [0.1, 0.0, 0.0], [0.0, -0.1, 0.0], [0.1, -0.1, 0.1], [0.0, -0.5, 0.2], [0.1, 0.3, -0.5], [-0.1, -0.1, 0.0], [0.0, 0.0, 0.0], [0.0, 0.0, 0.0], [0.2, 0.1, 0.1], [-0.1, 0.0, -0.1], [-0.1, -0.2, 0.5], [0.1, 0.0, -0.1], [-0.1, 0.3, 0.0], [0.1, -0.1, -0.1], [0.1, 0.0, 0.0], [0.0, -0.1, -0.1], [-0.3, 0.1, 0.1], [0.0, 0.0, -0.1], [0.2, -0.2, -0.1], [0.1, 0.0, 0.1], [0.0, 0.0, 0.0], [0.0, 0.1, 0.1], [-0.2, -0.1, -0.4], [-0.1, -0.1, -0.1], [-0.2, -0.1, 0.1], [0.0, 0.0, 0.1], [-0.1, 0.0, 0.1], [0.0, 0.0, 0.0], [0.0, 0.0, 0.0], [0.1, 0.0, 0.0], [0.0, 0.0, 0.0], [0.0, 0.0, 0.0], [0.0, 0.0, 0.0], [0.1, 0.0, 0.0], [0.0, 0.0, 0.1], [0.0, 0.1, 0.0], [0.0, 0.1, 0.1], [0.1, 0.0, 0.0], [0.3, -0.1, 0.0], [-1.0, 0.1, 0.5], [0.3, 0.0, 0.0], [-0.2, 0.1, -0.1], [0.2, -0.1, -0.2], [0.0, 0.0, 0.0], [0.0, 0.1, 0.0], [-0.1, 0.0, 0.1], [-0.1, 0.0, 0.0], [0.1, 0.0, -0.1], [0.0, 0.1, 0.0], [-0.1, 0.0, 0.1], [0.0, 0.1, -0.2], [0.1, -0.1, 0.0], [0.0, -0.1, 0.0], [0.1, -0.1, 0.0], [0.0, 0.1, 0.0], [-0.1, -0.1, -0.1], [0.0, 0.1, 0.0], [0.1, 0.0, 0.1], [0.0, 0.0, 0.2]],
  "mulliken_charge": [-1.36, -1.06, -0.21, 1.16, 0.96, 0.48, -0.60, -1.02, -1.12, -0.59, -0.09, 1.19, 0.31, -0.51, -1.13, -0.84, 0.97, -0.61, -1.09, -0.10, 0.94, 0.39, 0.45, 0.58, 0.49, 0.46, 0.43, 0.47, 0.50, 0.43, 0.51, 0.48, 0.47, 0.53, -0.52, 0.11, -0.58, -0.83, -0.89, -0.55, -0.10, 1.66, 0.35, -0.18, -0.78, -0.60, -0.78, -0.70, 0.35, -0.47, -0.72, -0.58, -0.77, -0.66, 0.42, 0.41, 0.42, 0.40, 0.51, 0.43, 0.42, 0.46, 0.27, 0.48, 0.44, 0.39, 0.43, 0.22, -1.52, -0.55, 1.55, -1.17, -1.12, -0.96, -1.00, 0.46, 0.32, 0.32, 0.42, 0.03, 0.47, 0.61, 0.18, 0.46, 0.20, 0.50, 0.58, 0.13, 0.61, 0.12],
  "max_force_ev_per_a": 1.15,
  "de_lowest_ev": 0.762,
  "multiplicity": 1,
  "gap_ev": 7.0,
  "charge": 1
}

# 2
{
  "formula": "C42H41BrCl5LaN4O6S5Sb",
  "method": "ωB97M-V/def2-TZVPD",
  "symbols": ["La", "O", "C", "C", "C", "C", "C", "C", "C", "O", "N", "N", "C", "C", "Br", "C", "C", "C", "C", "C", "C", "C", "H", "H", "H", "H", "H", "H", "H", "H", "H", "H", "H", "H", "H", "H", "S", "Sb", "S", "S", "Cl", "C", "C", "Cl", "C", "Cl", "C", "O", "C", "Cl", "C", "Cl", "C", "C", "C", "C", "C", "C", "C", "N", "C", "C", "C", "C", "C", "C", "C", "N", "C", "C", "C", "C", "H", "H", "H", "H", "H", "H", "H", "H", "H", "H", "H", "H", "H", "H", "H", "H", "H", "H", "H", "H", "H", "H", "H", "H", "C", "O", "C", "S", "S", "H", "H", "H", "O", "O"],
  "xyz": [[0.0666, 0.3181, -2.0702], [-2.4567, -2.3057, 3.4490], [-1.1446, -1.9529, 3.5637], [-0.5679, -1.9813, 4.8274], [0.7637, -1.6270, 4.9847], [1.5224, -1.2529, 3.8869], [0.9348, -1.2197, 2.6297], [-0.3960, -1.5562, 2.4489], [-1.0425, -1.3806, 1.0727], [-0.2019, -1.0129, 0.1182], [-1.7957, -2.6512, 0.7889], [-2.4178, -2.5191, -0.4209], [-2.6187, -3.5492, -1.1309], [-3.1548, -3.3763, -2.4833], [-2.3333, -1.9655, -3.4465], [-4.0663, -4.1634, -3.0635], [-4.7850, -5.2511, -2.3904], [-5.1044, -6.4067, -3.1102], [-5.7836, -7.4533, -2.5130], [-6.1680, -7.3648, -1.1814], [-5.8741, -6.2173, -0.4614], [-5.1950, -5.1671, -1.0586], [-2.6214, -2.4621, 2.4966], [-1.1761, -2.2842, 5.6700], [1.2083, -1.6494, 5.9729], [2.5639, -0.9828, 4.0077], [1.4790, -0.9112, 1.7454], [-1.8789, -0.6546, 1.2243], [-1.1543, -3.4466, 0.8056], [-2.3403, -4.5589, -0.8092], [-4.2975, -4.0076, -4.1101], [-4.8037, -6.4763, -4.1481], [-6.0144, -8.3420, -3.0878], [-6.7012, -8.1819, -0.7120], [-6.1861, -6.1293, 0.5718], [-4.9977, -4.2628, -0.4997], [-1.4319, 3.7124, -2.2384], [-2.7902, 2.4483, -4.0448], [-1.1219, 0.7682, -4.5842], [-4.4237, 1.4144, -2.7400], [7.1577, -2.6280, -2.7916], [5.6494, -1.8113, -3.0102], [4.4905, -2.2780, -2.3890], [4.5657, -3.6688, -1.3704], [3.2891, -1.6267, -2.5767], [1.8599, -2.1246, -1.7205], [3.1401, -0.4714, -3.4131], [2.0327, 0.0995, -3.5810], [4.3611, -0.0152, -3.9936], [4.2576, 1.4133, -4.9558], [5.5620, -0.6686, -3.8000], [6.9978, -0.0548, -4.5538], [4.1284, 3.7472, 3.5682], [4.1662, 4.0893, 2.0731], [3.5878, 5.4925, 1.8569], [5.6221, 4.0952, 1.6025], [3.3364, 3.0512, 1.3264], [3.9024, 2.0265, 0.5842], [3.0667, 1.1241, -0.0591], [1.7487, 1.1569, 0.0144], [1.1788, 2.1172, 0.7560], [1.9473, 3.0753, 1.4046], [-0.3121, 2.1131, 0.9194], [-0.8922, 2.6391, 2.0657], [-2.2777, 2.6138, 2.2312], [-3.0264, 2.0539, 1.2086], [-2.3789, 1.5139, 0.1034], [-1.0611, 1.5661, -0.0365], [-2.8958, 3.1808, 3.5044], [-4.3975, 2.9026, 3.5781], [-2.2264, 2.5407, 4.7275], [-2.6735, 4.6986, 3.5295], [4.7341, 4.4569, 4.1358], [4.5149, 2.7428, 3.7458], [3.1075, 3.7836, 3.9499], [4.2311, 6.2343, 2.3349], [2.5923, 5.5955, 2.2858], [3.5191, 5.7278, 0.7948], [6.1659, 4.8954, 2.1074], [5.6922, 4.2618, 0.5273], [6.1258, 3.1567, 1.8356], [4.9700, 1.9246, 0.4595], [3.4920, 0.3371, -0.6754], [1.4440, 3.8622, 1.9466], [-0.2604, 3.0381, 2.8454], [-4.1035, 1.9972, 1.2424], [-2.9582, 1.0712, -0.7035], [-4.6085, 1.8345, 3.5225], [-4.9383, 3.3981, 2.7713], [-4.7914, 3.2768, 4.5255], [-2.2918, 1.4526, 4.6832], [-2.7185, 2.8807, 5.6414], [-1.1718, 2.8053, 4.7990], [-3.1430, 5.1722, 2.6666], [-1.6105, 4.9405, 3.5041], [-3.1009, 5.1286, 4.4386], [2.8977, -1.1328, -7.4125], [2.2409, -1.5787, -6.2156], [1.7580, -2.7867, -6.2087], [1.7978, -3.9300, -7.4191], [0.9172, -3.3731, -4.8661], [3.2050, -0.1164, -7.1982], [2.1957, -1.1647, -8.2460], [3.7580, -1.7719, -7.6175], [0.8191, 2.4671, -2.1389], [0.1185, 3.5120, -2.8247]],
  "forces_ev_per_a": [[-0.4, 0.1, 0.4], [0.0, 0.0, 0.1], [0.0, 0.0, 0.0], [0.0, 0.0, 0.0], [0.0, 0.0, 0.1], [0.1, 0.0, 0.0], [0.0, 0.0, -0.1], [-0.1, 0.0, 0.0], [-0.2, 0.4, 0.3], [0.2, -0.4, -0.6], [-0.1, -0.1, 0.0], [0.1, -0.2, 0.1], [0.1, 0.2, 0.2], [-0.1, -0.3, -0.2], [-0.2, 0.2, -0.2], [0.2, 0.2, 0.0], [-0.1, -0.1, 0.0], [0.0, 0.1, 0.0], [0.0, 0.0, 0.0], [0.0, -0.1, 0.0], [0.0, 0.0, 0.1], [0.0, 0.0, 0.0], [0.0, 0.0, -0.1], [0.0, 0.0, 0.0], [0.0, 0.0, 0.0], [0.0, 0.0, 0.0], [0.0, 0.0, 0.0], [0.1, -0.1, 0.0], [0.0, 0.0, -0.1], [0.0, 0.0, 0.0], [0.0, 0.0, 0.0], [0.0, 0.0, 0.0], [0.0, 0.0, 0.0], [0.0, 0.0, 0.0], [0.0, 0.0, 0.0], [0.0, 0.0, 0.0], [-0.1, -0.2, -0.4], [0.0, -0.1, 0.0], [-0.3, 0.1, -0.2], [0.1, 0.1, 0.0], [0.0, 0.0, 0.0], [-0.1, -0.1, 0.1], [0.1, 0.0, -0.1], [0.0, -0.1, 0.0], [-0.1, 0.1, -0.1], [0.4, -0.1, 0.0], [0.3, -0.4, 0.3], [0.1, -0.1, 0.2], [-0.2, 0.1, -0.1], [0.0, 0.0, 0.0], [0.1, 0.1, -0.1], [0.0, 0.0, 0.0], [0.0, 0.0, 0.0], [0.0, 0.0, 0.0], [0.0, 0.0, 0.0], [0.0, 0.0, 0.0], [-0.1, 0.0, 0.0], [0.0, 0.0, 0.0], [0.1, 0.0, 0.0], [-0.3, 0.2, 0.0], [0.0, -0.1, 0.1], [-0.1, -0.1, 0.0], [0.0, 0.1, 0.1], [0.0, -0.1, -0.1], [0.0, 0.0, -0.1], [0.1, -0.1, 0.0], [0.1, 0.3, 0.3], [0.1, -0.3, 0.1], [0.0, 0.0, 0.0], [0.0, 0.0, 0.0], [0.0, 0.0, 0.0], [0.0, 0.0, 0.0], [0.0, 0.0, 0.0], [0.0, 0.0, 0.0], [0.0, 0.0, 0.0], [0.0, 0.0, 0.0], [0.0, 0.0, 0.0], [0.0, 0.0, 0.0], [0.0, 0.0, 0.0], [0.0, 0.0, 0.0], [0.0, 0.0, 0.0], [0.0, 0.0, 0.0], [0.0, 0.0, 0.0], [0.0, 0.0, 0.0], [0.0, 0.0, 0.0], [0.0, 0.0, 0.0], [0.0, 0.0, -0.1], [0.0, 0.0, 0.0], [0.0, 0.0, 0.0], [0.0, 0.0, 0.0], [0.0, 0.0, 0.0], [0.0, 0.0, 0.0], [0.0, 0.0, 0.0], [0.0, 0.0, 0.0], [0.0, 0.0, 0.0], [0.0, 0.0, 0.0], [0.0, 0.0, 0.0], [0.1, -0.1, -0.1], [-0.4, -0.1, 0.4], [0.1, 0.0, 0.0], [0.2, 0.1, -0.3], [0.0, 0.0, 0.0], [0.1, 0.0, 0.0], [0.0, 0.1, 0.0], [0.2, 0.4, 0.3], [0.0, 0.4, -0.2]],
  "mulliken_charge": [0.80, -0.74, 0.41, -0.71, -0.34, -0.98, -0.39, 0.24, 0.10, 0.45, -0.14, -0.35, -0.98, 0.53, -0.14, -0.86, 0.61, -0.48, -0.41, -0.41, -0.57, -0.48, 0.50, 0.42, 0.36, 0.44, 0.32, -0.22, 0.28, 0.53, 0.42, 0.40, 0.35, 0.36, 0.38, 0.56, -0.19, 0.30, -0.64, -0.74, -0.25, 0.15, 0.19, -0.22, -0.20, -0.02, 0.01, -0.62, 0.39, -0.19, 0.24, -0.23, -1.61, 2.05, -1.75, -2.08, 0.50, -1.04, -1.15, 1.07, 0.12, -0.93, -0.09, -0.58, 0.17, -0.40, -1.02, 1.32, 2.11, -2.20, -1.64, -1.64, 0.44, 0.35, 0.32, 0.45, 0.34, 0.39, 0.44, 0.44, 0.35, 0.39, 0.44, 0.54, 0.59, 0.48, -0.16, 0.41, 0.40, 0.45, 0.29, 0.47, 0.32, 0.37, 0.28, 0.45, -0.92, -0.04, 0.29, -0.29, 0.00, 0.18, 0.40, 0.40, -0.57, -0.20],
  "max_force_ev_per_a": 0.77,
  "de_lowest_ev": 0.000,
  "multiplicity": 2,
  "gap_ev": [5.0, 3.3],
  "charge": -2
}